The following is a DFT calculation (ωB97M-V/def2-TZVPD) of a cluster of 2 separate species, C4H11N3O2 in total at a distorted geometry.

As for the multiplicity: 1. Its max |F| is 0.095 Eh/bohr. The energy above the lowest of the compared OMol25 structures with the same formula, charge and spin is 249.2 kJ/mol. The energy is -12890.247 eV. As for the SMILES: CN=C(N)N.CC(=O)O. The calculation puts the HOMO-LUMO gap at 0.3372 hartree.

```
20
Properties=species:S:1:pos:R:3:nbo_charge:R:1
C -0.19025 1.27701 -2.07243 -0.462
N 1.00021 1.01033 -1.41017 -0.518
C 1.47244 -0.17761 -1.19435 0.555
N 0.86772 -1.45396 -1.39707 -0.916
N 2.68440 -0.24951 -0.46318 -0.854
H -0.94247 0.60553 -2.62157 0.178
H 0.23586 1.95483 -2.86268 0.206
H -0.89578 2.05681 -1.65057 0.209
H 0.61168 -1.45912 -2.40122 0.404
H 0.73789 -2.18651 -0.72625 0.421
H 2.90023 0.63615 0.13907 0.389
H 3.01842 -1.02908 0.10530 0.393
C -2.31301 0.11405 2.45010 -0.724
C -1.05108 -0.55725 1.94897 0.796
O -0.42359 -1.52743 2.33047 -0.601
O -0.35049 0.28579 1.11884 -0.716
H -2.99160 0.32397 1.57285 0.246
H -2.07699 0.89253 3.13068 0.251
H -2.89537 -0.55559 3.07613 0.235
H 0.60175 0.03909 0.92707 0.507
```

The following is a DFT calculation (ωB97M-V/def2-TZVPD) of a cluster of 2 separate species, C4H11N3O2 in total at a distorted geometry.

As for the multiplicity: 1. Its max |F| is 0.054 Eh/bohr. The energy above the lowest of the compared OMol25 structures with the same formula, charge and spin is 90.4 kJ/mol. The energy is -12891.893 eV. As for the SMILES: [H]/N=C(\N)NC.CC(=O)O. The calculation puts the HOMO-LUMO gap at 0.3714 hartree.

```
20
Properties=species:S:1:pos:R:3:nbo_charge:R:1
H -0.87547 -0.91533 2.25877 0.354
N -0.23365 -0.24630 1.82626 -0.822
C 1.00214 -0.57394 1.95859 0.609
N 1.54573 -1.47662 2.90371 -0.858
N 1.99947 -0.00660 1.19449 -0.612
C 1.68508 0.54960 -0.10678 -0.412
H 2.29417 -1.16879 3.50349 0.395
H 0.81457 -1.90477 3.45926 0.379
H 2.69623 -0.74012 1.06592 0.378
H 1.23195 1.53501 0.02053 0.226
H 1.16726 -0.27660 -0.70388 0.192
H 2.58193 0.60272 -0.67467 0.199
C -2.13068 0.92876 -2.98685 -0.724
C -2.11877 0.23555 -1.66688 0.783
O -2.77593 -0.78011 -1.51654 -0.627
O -1.35526 0.69287 -0.69527 -0.710
H -1.30339 0.63750 -3.64995 0.240
H -1.87686 2.00386 -2.81435 0.228
H -3.04954 0.71891 -3.51691 0.246
H -1.29900 0.18438 0.14105 0.536
```

Repeat the first record exactly.
The following is a DFT calculation (ωB97M-V/def2-TZVPD) of a cluster of 2 separate species, C4H11N3O2 in total at a distorted geometry.

As for the multiplicity: 1. Its max |F| is 0.095 Eh/bohr. The energy above the lowest of the compared OMol25 structures with the same formula, charge and spin is 249.2 kJ/mol. The energy is -12890.247 eV. As for the SMILES: CN=C(N)N.CC(=O)O. The calculation puts the HOMO-LUMO gap at 0.3372 hartree.

```
20
Properties=species:S:1:pos:R:3:nbo_charge:R:1
C -0.19025 1.27701 -2.07243 -0.462
N 1.00021 1.01033 -1.41017 -0.518
C 1.47244 -0.17761 -1.19435 0.555
N 0.86772 -1.45396 -1.39707 -0.916
N 2.68440 -0.24951 -0.46318 -0.854
H -0.94247 0.60553 -2.62157 0.178
H 0.23586 1.95483 -2.86268 0.206
H -0.89578 2.05681 -1.65057 0.209
H 0.61168 -1.45912 -2.40122 0.404
H 0.73789 -2.18651 -0.72625 0.421
H 2.90023 0.63615 0.13907 0.389
H 3.01842 -1.02908 0.10530 0.393
C -2.31301 0.11405 2.45010 -0.724
C -1.05108 -0.55725 1.94897 0.796
O -0.42359 -1.52743 2.33047 -0.601
O -0.35049 0.28579 1.11884 -0.716
H -2.99160 0.32397 1.57285 0.246
H -2.07699 0.89253 3.13068 0.251
H -2.89537 -0.55559 3.07613 0.235
H 0.60175 0.03909 0.92707 0.507
```